Density functional theory data (ωB97M-V with the def2-TZVPD basis set) for a molecular structure, C11H15CdN4 at a distorted geometry.

XYZ file:
```
31
Properties=species:S:1:pos:R:3
C -0.843 1.236 -2.621
Cd 0.000 0.000 0.000
N 1.078 -1.651 -1.109
H -0.763 1.139 0.750
H -0.122 1.353 -1.800
H -1.365 2.174 -2.855
H -1.598 0.470 -2.364
H -0.170 1.121 -3.574
H 0.831 -2.590 -0.765
H 2.105 -1.592 -1.074
H 0.846 -1.660 -2.111
N -0.103 1.318 10.881
C -0.084 1.031 9.756
C -0.065 0.678 8.362
C -1.102 1.102 7.501
C -1.062 0.761 6.141
C -0.007 -0.024 5.641
C 1.008 -0.445 6.512
C 0.989 -0.076 7.855
N 0.048 -0.425 4.262
C 0.341 -1.664 3.826
C 0.329 -1.658 2.456
N 0.048 -0.424 2.034
C -0.147 0.320 3.154
H -1.931 1.674 7.892
H -1.865 1.079 5.492
H 1.836 -1.033 6.135
H 1.797 -0.399 8.505
H 0.529 -2.519 4.456
H 0.506 -2.488 1.791
H -0.374 1.383 3.162
```

Values from the calculation:
charge = -1
lowest unoccupied orbital energy (alpha / beta) = 0.102 / 0.117 Ha
highest occupied orbital energy (alpha / beta) = -1.3 / -1.4 eV
multiplicity = 1


Density functional theory data (ωB97M-V with the def2-TZVPD basis set) for a molecular structure, C43H43IrN8.

XYZ file:
```
95
Properties=species:S:1:pos:R:3
Ir 0.385 0.255 -0.729
C -1.240 -4.237 -1.150
C -1.094 -2.877 -1.407
N -0.490 -2.082 -0.536
C -0.061 -2.616 0.614
C -0.213 -3.975 0.850
N -0.785 -4.786 -0.034
C 0.447 -1.663 1.644
C 0.990 -2.043 2.858
C 1.293 -1.074 3.816
C 0.935 0.247 3.530
C 0.395 0.558 2.297
N 0.239 -0.377 1.354
C -0.164 1.893 1.937
C -0.428 2.881 2.876
N -1.032 4.020 2.551
C -1.404 4.169 1.288
C -1.150 3.191 0.332
N -0.519 2.073 0.659
C 1.936 -1.432 5.104
C 1.892 -2.730 5.605
C 2.515 -3.006 6.812
N 3.170 -2.099 7.532
C 3.210 -0.861 7.049
C 2.614 -0.479 5.857
H -1.729 -4.887 -1.866
H -1.451 -2.431 -2.327
H 0.118 -4.430 1.775
H 1.196 -3.084 3.051
H 1.057 1.018 4.274
H -0.168 2.756 3.919
H -1.914 5.087 1.020
H -1.444 3.315 -0.703
H 1.360 -3.528 5.106
H 2.482 -4.008 7.222
H 3.749 -0.133 7.644
H 2.720 0.547 5.532
C 6.093 -4.226 -2.297
C 5.845 -3.601 -0.916
C 7.105 -2.861 -0.471
C 5.529 -4.711 0.099
C 4.637 -2.680 -0.985
C 3.440 -3.107 -1.563
C 2.345 -2.275 -1.563
N 2.354 -1.042 -1.041
C 3.506 -0.590 -0.539
C 4.644 -1.386 -0.481
C 3.515 0.836 -0.118
C 4.673 1.474 0.290
C 4.680 2.834 0.595
C 3.470 3.500 0.440
C 2.351 2.800 0.037
N 2.349 1.491 -0.223
C 5.970 3.519 1.019
C 5.730 4.970 1.436
C 6.938 3.491 -0.174
C 6.589 2.760 2.201
H 7.025 -4.790 -2.277
H 6.178 -3.465 -3.074
H 5.303 -4.922 -2.581
H 7.947 -3.553 -0.475
H 7.018 -2.472 0.545
H 7.355 -2.038 -1.144
H 6.359 -5.418 0.137
H 4.631 -5.265 -0.179
H 5.388 -4.303 1.102
H 3.349 -4.086 -2.011
H 1.418 -2.600 -2.012
H 5.549 -0.990 -0.051
H 5.596 0.918 0.355
H 3.378 4.559 0.628
H 1.413 3.318 -0.095
H 5.385 5.584 0.603
H 6.666 5.402 1.789
H 5.006 5.047 2.250
H 6.512 3.997 -1.041
H 7.194 2.470 -0.462
H 7.864 4.002 0.093
H 5.915 2.743 3.060
H 7.509 3.258 2.507
H 6.847 1.731 1.947
C -0.459 0.793 -2.748
C 0.859 1.110 -3.209
C 1.379 2.427 -3.087
C 2.635 2.735 -3.549
C 3.420 1.748 -4.150
C 2.925 0.451 -4.307
C 1.670 0.134 -3.849
H -0.935 -0.085 -3.170
H -1.142 1.625 -2.605
H 0.755 3.192 -2.638
H 3.012 3.746 -3.465
H 4.406 1.997 -4.521
H 3.524 -0.298 -4.808
H 1.270 -0.864 -3.986
```

Values from the calculation:
charge = +2
expectation value of S² = 6.04
lowest unoccupied orbital energy (alpha / beta) = -0.227 / -0.268 Ha
highest occupied orbital energy (alpha / beta) = -12.6 / -14.1 eV
multiplicity = 5


Density functional theory data (ωB97M-V with the def2-TZVPD basis set) for 2 unconnected molecules or ions with the total composition CH7N2O at a distorted geometry.

XYZ file:
```
11
Properties=species:S:1:pos:R:3
C -1.845 -0.344 -0.022
N 1.638 -0.219 0.123
N -0.830 0.428 -0.325
O -3.096 -0.140 0.220
H -1.498 -1.320 0.157
H 1.558 -0.976 0.803
H 1.773 0.660 0.559
H 2.157 -0.484 -0.747
H -0.825 1.455 -0.538
H 0.440 -0.076 -0.088
H -3.233 0.756 -0.176
```

Values from the calculation:
charge = +1
relative energy (zero: lowest compared OMol25 entry of this formula, charge and spin) = 140.4 kJ/mol
lowest unoccupied orbital energy = -0.125 Ha
highest occupied orbital energy = -15.9 eV
multiplicity = 1


Density functional theory data (ωB97M-V with the def2-TZVPD basis set) for a molecular structure, C14H8BrClCoIN2OSbSe4.

XYZ file:
```
34
Properties=species:S:1:pos:R:3
Co 0.516 -0.367 0.054
Se 4.326 -2.407 2.756
Sb 3.354 -0.302 1.968
Se 2.907 -0.463 -0.533
Se 0.929 -0.179 2.603
Se 4.553 1.776 2.431
Cl -3.114 5.320 -0.862
C -2.600 3.648 -0.758
C -3.503 2.654 -1.001
C -3.126 1.305 -0.912
I -4.534 -0.189 -1.278
C -1.833 0.913 -0.573
O -1.423 -0.295 -0.442
C -0.895 1.990 -0.361
N 0.371 1.582 -0.081
C 1.297 2.474 0.194
C 1.011 3.850 0.186
C -0.244 4.289 -0.130
C -1.255 3.346 -0.422
H -4.522 2.910 -1.258
H 2.288 2.105 0.427
H 1.803 4.541 0.438
H -0.479 5.344 -0.150
Br 0.286 -6.953 -0.594
C 0.348 -5.068 -0.347
C -0.434 -4.254 -1.146
C -0.357 -2.890 -0.933
N 0.430 -2.344 -0.002
C 1.173 -3.146 0.761
C 1.164 -4.525 0.620
H -1.084 -4.658 -1.908
H -0.959 -2.201 -1.509
H 1.801 -2.679 1.509
H 1.802 -5.127 1.251
```

Values from the calculation:
charge = -2
relative energy (zero: lowest compared OMol25 entry of this formula, charge and spin) = 1.4 kJ/mol
expectation value of S² = 0.77
lowest unoccupied orbital energy (alpha / beta) = 0.129 / 0.129 Ha
highest occupied orbital energy (alpha / beta) = -1.4 / -1.4 eV
multiplicity = 2


Density functional theory data (ωB97M-V with the def2-TZVPD basis set) for C24H40N2O4 in the gas phase.

XYZ file:
```
70
Properties=species:S:1:pos:R:3
C 0.865 -3.788 -2.884
C 1.120 -4.981 -1.960
C 2.276 -5.865 -2.460
C 3.629 -5.185 -2.273
C 3.795 -4.767 -0.815
C 2.611 -3.891 -0.390
N 1.316 -4.523 -0.589
C 0.985 -5.484 0.446
C 0.237 -4.788 1.602
O 0.138 -5.629 2.725
C -1.135 -4.292 1.109
O -1.662 -3.231 1.867
C -1.119 -1.984 1.722
C -1.630 -1.001 2.564
C -1.178 0.303 2.500
C -0.194 0.653 1.582
O 0.329 1.907 1.427
C -0.140 2.937 2.267
C 0.593 4.240 1.907
O 0.100 5.288 2.700
C 0.440 4.592 0.413
N -0.933 4.992 0.152
C -1.720 4.011 -0.573
C -3.204 4.327 -0.405
C -3.497 5.731 -0.922
C -2.584 6.732 -0.221
C -1.103 6.349 -0.352
C -0.583 6.581 -1.780
C 0.315 -0.330 0.738
C -0.135 -1.635 0.801
H 0.540 -4.144 -3.859
H 1.756 -3.184 -3.022
H 0.085 -3.157 -2.465
H 0.203 -5.583 -1.962
H 2.115 -6.111 -3.512
H 2.269 -6.800 -1.893
H 3.697 -4.305 -2.916
H 4.430 -5.869 -2.564
H 4.724 -4.212 -0.678
H 3.840 -5.658 -0.185
H 2.700 -3.623 0.664
H 2.625 -2.964 -0.969
H 0.332 -6.261 0.035
H 1.868 -5.982 0.868
H 0.820 -3.930 1.951
H -0.442 -6.370 2.515
H -1.056 -4.019 0.050
H -1.871 -5.098 1.211
H -2.392 -1.280 3.275
H -1.598 1.033 3.174
H 0.055 2.701 3.322
H -1.220 3.090 2.136
H 1.654 4.128 2.151
H -0.746 5.542 2.300
H 0.742 3.731 -0.190
H 1.123 5.419 0.200
H -1.467 3.984 -1.645
H -1.504 3.022 -0.165
H -3.462 4.271 0.654
H -3.800 3.587 -0.942
H -3.336 5.766 -2.001
H -4.541 5.992 -0.736
H -2.842 6.757 0.840
H -2.735 7.733 -0.628
H -0.527 7.003 0.315
H -1.173 6.045 -2.517
H 0.451 6.252 -1.865
H -0.625 7.642 -2.014
H 1.080 -0.052 0.030
H 0.295 -2.367 0.138
```

Values from the calculation:
charge = 0
SMILES string = C[C@H]1CCCCN1C[C@H](O)COc1ccc(OC[C@H](O)CN2CCCC[C@@H]2C)cc1
relative energy (zero: lowest compared OMol25 entry of this formula, charge and spin) = 29.9 kJ/mol
lowest unoccupied orbital energy = 0.027 Ha
highest occupied orbital energy = -7.8 eV
multiplicity = 1


Density functional theory data (ωB97M-V with the def2-TZVPD basis set) for C3H3NO in the gas phase at a distorted geometry.

XYZ file:
```
8
Properties=species:S:1:pos:R:3
C 0.105 0.399 0.248
C 0.021 -0.833 -0.232
O 0.711 -2.193 0.589
C 0.455 -3.171 -0.136
N 0.161 -4.093 -0.748
H -0.484 1.123 -0.279
H 0.575 0.945 0.988
H -0.194 -1.274 -1.132
```

Values from the calculation:
charge = 0
SMILES string = C=COC#N
relative energy (zero: lowest compared OMol25 entry of this formula, charge and spin) = 272.3 kJ/mol
lowest unoccupied orbital energy = 0.013 Ha
highest occupied orbital energy = -10.4 eV
multiplicity = 1


Density functional theory data (ωB97M-V with the def2-TZVPD basis set) for a molecular structure, C23H30FO5Zr at a distorted geometry.

XYZ file:
```
60
Properties=species:S:1:pos:R:3
C 0.242 -0.258 -3.266
C -0.135 -0.828 -1.893
C 0.057 1.265 -3.157
C -1.035 1.437 -2.091
H -0.229 1.665 -4.136
H 0.999 1.724 -2.839
C -1.308 0.022 -1.463
H 0.709 -0.666 -1.214
H -0.366 -1.895 -1.947
C -1.500 0.241 0.039
H -2.218 -0.407 -1.896
H -1.962 1.781 -2.573
C -0.774 2.325 -0.827
C 1.586 -0.752 -3.740
C -0.607 -0.844 -4.406
O -0.902 -0.279 -5.438
O 2.394 -1.346 -3.048
O 1.710 -0.553 -5.061
O -0.912 -2.140 -4.115
C -0.682 -3.162 -5.116
H -0.299 -4.031 -4.574
H 0.066 -2.852 -5.854
H -1.635 -3.404 -5.599
C 2.966 -0.936 -5.607
H 3.791 -0.375 -5.137
H 2.894 -0.699 -6.664
H 3.129 -2.018 -5.504
O -1.353 1.642 0.337
H -0.775 -0.322 0.661
H -2.510 -0.056 0.362
C -1.487 3.666 -0.997
C 0.710 2.571 -0.516
H 1.180 3.217 -1.273
H 1.266 1.623 -0.457
H 0.790 3.087 0.456
H -1.402 4.282 -0.096
H -2.558 3.512 -1.190
H -1.048 4.229 -1.834
Zr -0.068 0.259 4.118
C -1.936 -0.048 5.703
C -2.491 0.114 4.386
C -2.066 -1.006 3.575
H -3.192 0.895 4.089
C -1.274 -1.868 4.413
C -1.194 -1.268 5.717
H -0.732 -1.692 6.604
H -2.159 0.569 6.572
H -2.385 -1.216 2.555
H -0.858 -2.828 4.112
C 2.272 0.707 4.808
C 1.755 -0.244 5.742
C 1.539 -1.470 5.041
H 1.679 -0.100 6.814
C 1.836 -1.269 3.655
C 2.312 0.083 3.510
H 2.741 0.513 2.611
H 2.660 1.689 5.061
H 1.298 -2.421 5.506
H 1.813 -2.023 2.872
F -0.342 2.158 4.208
```

Values from the calculation:
charge = -1
lowest unoccupied orbital energy = 0.079 Ha
highest occupied orbital energy = -0.5 eV
multiplicity = 1


Density functional theory data (ωB97M-V with the def2-TZVPD basis set) for C6H13NO in the gas phase at a distorted geometry.

XYZ file:
```
21
Properties=species:S:1:pos:R:3
C -0.719 1.890 -2.275
C 0.600 1.949 -2.021
C 1.129 1.476 -0.672
C 0.478 -0.056 -0.311
C 0.752 -0.488 1.196
N -0.502 -0.799 1.979
C -0.965 -2.173 1.798
O -1.620 -2.490 0.544
H -1.255 2.363 -3.146
H -1.536 1.525 -1.679
H 1.430 2.207 -2.666
H 2.151 1.170 -0.867
H 1.034 2.269 0.251
H -0.539 0.169 -0.374
H 0.919 -0.765 -0.995
H 1.458 -1.280 1.228
H 1.280 0.231 1.746
H -1.194 -0.084 1.797
H -1.649 -2.539 2.618
H -0.015 -2.793 1.975
H -1.237 -1.781 -0.124
```

Values from the calculation:
charge = 0
SMILES string = C=CCCCNCO
relative energy (zero: lowest compared OMol25 entry of this formula, charge and spin) = 354.3 kJ/mol
lowest unoccupied orbital energy = 0.035 Ha
highest occupied orbital energy = -9.2 eV
multiplicity = 1


Density functional theory data (ωB97M-V with the def2-TZVPD basis set) for C3H3NO2 in the gas phase.

XYZ file:
```
9
Properties=species:S:1:pos:R:3
O -2.052 -0.512 0.781
C -0.985 -0.083 0.459
N -0.016 -0.801 -0.477
C 1.316 -0.032 -0.522
C 0.947 1.030 0.195
O -0.379 1.019 0.801
H 0.057 -1.789 -0.218
H -0.357 -0.778 -1.440
H 1.469 1.947 0.422
```

Values from the calculation:
charge = 0
relative energy (zero: lowest compared OMol25 entry of this formula, charge and spin) = 348.0 kJ/mol
lowest unoccupied orbital energy = 0.010 Ha
highest occupied orbital energy = -9.0 eV
multiplicity = 1


Density functional theory data (ωB97M-V with the def2-TZVPD basis set) for a molecular structure, C31H47BrCdN2P2 at a distorted geometry.

XYZ file:
```
84
Properties=species:S:1:pos:R:3
N 5.491 -0.104 -2.249
C 5.287 -0.974 -1.255
C 4.071 -1.646 -1.085
C 3.016 -1.416 -2.004
C 3.311 -0.600 -3.117
C 4.545 0.059 -3.177
C 1.699 -1.995 -1.801
Cd -0.419 0.095 -0.380
P -2.526 -0.423 0.827
C 0.633 -1.800 -2.640
C -0.636 -2.515 -2.553
C -1.678 -2.227 -3.468
C -2.923 -2.853 -3.376
C -3.172 -3.727 -2.309
C -2.143 -4.089 -1.434
C -0.890 -3.476 -1.549
Br -4.967 -4.374 -2.005
H 1.614 -2.637 -0.915
H 0.662 -0.992 -3.376
H 3.956 -2.321 -0.245
H 2.602 -0.459 -3.937
H 6.122 -1.137 -0.569
H 4.775 0.741 -4.003
H -1.486 -1.511 -4.268
H -0.098 -3.750 -0.852
H -3.694 -2.685 -4.121
H -2.328 -4.859 -0.687
P 0.289 2.528 -0.772
C -2.506 -1.980 1.807
C -3.779 -2.824 1.875
H -2.192 -1.692 2.823
H -1.680 -2.573 1.376
H -3.594 -3.672 2.551
H -4.631 -2.263 2.288
H -4.066 -3.247 0.903
C -3.800 -0.680 -0.489
C -5.250 -0.348 -0.140
H -3.710 -1.724 -0.833
H -3.467 -0.047 -1.334
H -5.859 -0.488 -1.044
H -5.664 -1.014 0.631
H -5.374 0.694 0.182
C -3.105 0.901 1.970
C -4.129 0.564 3.054
H -3.489 1.721 1.345
H -2.184 1.282 2.444
H -4.342 1.473 3.636
H -5.086 0.227 2.635
H -3.770 -0.195 3.757
C 0.513 3.773 0.549
C -0.508 3.785 1.684
H 0.540 4.762 0.067
H 1.517 3.612 0.959
H -0.330 4.660 2.325
H -1.533 3.850 1.304
H -0.428 2.896 2.324
C -1.126 3.189 -1.765
C -1.515 2.327 -2.971
H -0.842 4.203 -2.091
H -1.979 3.299 -1.077
H -2.440 2.720 -3.418
H -0.731 2.358 -3.737
H -1.698 1.273 -2.708
C 1.698 2.881 -1.890
C 3.085 2.898 -1.257
H 1.493 3.848 -2.380
H 1.663 2.114 -2.674
H 3.840 3.070 -2.035
H 3.185 3.693 -0.514
H 3.337 1.939 -0.779
N 2.118 0.646 2.047
C 3.101 0.122 2.846
C 2.788 -0.434 4.124
C 3.811 -0.870 4.978
C 5.153 -0.772 4.578
C 5.453 -0.288 3.297
C 4.455 0.154 2.427
H 1.148 0.644 2.351
H 2.319 1.216 1.231
H 1.744 -0.470 4.463
H 3.569 -1.297 5.957
H 5.960 -1.057 5.265
H 6.489 -0.272 2.958
H 4.713 0.558 1.442
```

Values from the calculation:
charge = +2
relative energy (zero: lowest compared OMol25 entry of this formula, charge and spin) = 69.9 kJ/mol
lowest unoccupied orbital energy = -0.258 Ha
highest occupied orbital energy = -12.3 eV
multiplicity = 1


Going through the records in order, we get M values of 315.681 864.090 63.080 959.025 420.594 69.063 496.710 115.176 85.062 701.995 g mol⁻¹.